Record 1
16
Properties=species:S:1:pos:R:3:lowdin_charge:R:1 method="wB97M-V/def2-TZVPD" e_tot_ha=-693.81869
C 1.18918 -0.44473 -1.47524 -0.106
C 0.68910 -1.71604 -0.90113 -0.032
C 0.78183 -0.48451 -0.03125 -0.475
C -0.77141 0.48929 1.79780 -0.059
C -0.42896 0.11204 0.44661 -0.094
F 1.84240 -0.60173 0.90228 0.016
S -0.05233 2.47937 -0.94929 0.220
H 2.23368 -0.28799 -1.74930 0.126
H 0.59070 0.14266 -2.16563 0.069
H -0.28195 -2.08180 -1.08824 0.100
H 1.42745 -2.44431 -0.65331 0.111
H -0.34813 1.38933 2.08769 0.070
H -0.46465 -0.16374 2.52086 0.068
H -1.88120 0.58526 1.67811 0.117
H -1.17255 -0.05002 -0.30436 0.097
H 1.16547 2.16041 -1.65502 -0.228

***

Record 2
19
Properties=species:S:1:pos:R:3:lowdin_charge:R:1 method="wB97M-V/def2-TZVPD" e_tot_ha=-1441.40019
C -1.47873 1.42029 -0.97584 -0.139
C 0.69563 2.57620 -1.15900 -0.149
C 0.65499 -2.21957 2.51736 -0.619
C -0.07073 1.43685 -0.64247 -0.888
C 0.24206 1.24811 0.75515 -0.352
N 0.39538 1.17135 1.88321 0.192
I 0.87321 -0.46566 -1.44991 0.789
I -1.08233 -3.36831 2.05360 0.603
I -1.29293 -4.20493 -2.79246 0.030
I 1.00997 -4.22768 -1.46621 -0.019
H -1.84652 2.38117 -1.30049 0.082
H -1.70372 0.74575 -1.77457 0.042
H -2.09873 1.04009 -0.00111 0.159
H 1.78266 2.39834 -0.94848 0.092
H 0.31429 2.88281 -2.11510 0.086
H 0.65776 3.41620 -0.36314 0.128
H 1.21721 -2.76931 3.36080 0.022
H 0.29427 -1.23944 2.74948 -0.068
H 1.43627 -2.22226 1.66919 0.007

***

Record 3
18
Properties=species:S:1:pos:R:3:lowdin_charge:R:1 method="wB97M-V/def2-TZVPD" e_tot_ha=-964.86110
H 1.67126 -3.47019 0.32102 -0.189
P 2.39949 -2.37060 0.13580 0.857
C 1.16617 -1.27002 -0.18690 -0.564
C -0.33644 -1.61336 -0.17620 -0.300
N -1.02813 -0.30625 -0.37870 -0.542
I -3.04026 -0.23833 -0.07371 0.927
C -0.21875 0.76045 0.18466 -0.633
C -0.83974 2.12820 -0.39088 -0.048
O -0.35901 0.83989 1.57391 0.018
C 1.16873 0.28381 -0.24603 -0.123
H -0.67941 -2.29376 -0.89551 0.076
H -0.70219 -2.10017 0.79976 0.121
H -1.79167 2.23914 -0.05734 -0.036
H -0.87295 2.19838 -1.51773 0.101
H -0.32461 3.03543 -0.13543 0.069
H 0.39912 0.91817 2.04814 0.047
H 2.06233 0.63704 0.24178 0.108
H 1.32608 0.62218 -1.24663 0.111

***

Record 4
20
Properties=species:S:1:pos:R:3:lowdin_charge:R:1 method="wB97M-V/def2-TZVPD" multiplicity=2 e_tot_ha=-1104.24658
C 2.30501 -1.02484 -1.92659 -0.129
C 2.40487 -0.61015 -0.45898 -0.491
O 1.80595 0.60931 -0.17301 -0.474
K 1.49635 2.52042 -1.65249 0.903
H 2.63048 -2.06705 -2.06855 0.062
H 1.28135 -0.90180 -2.31437 0.067
H 2.97389 -0.41031 -2.55019 0.051
H 3.47442 -0.64071 -0.15429 0.088
H 1.89876 -1.39714 0.14346 0.091
O -1.43613 1.45265 1.47382 -0.266
C -0.60473 0.89986 0.04517 -0.365
C -1.92096 0.29455 2.10974 -0.264
O -0.84690 1.72760 -0.92684 -0.287
O -1.26076 -0.35079 -0.01056 -0.083
C -2.25382 -0.65658 0.95905 -0.182
Li -2.66576 2.50148 0.23962 0.809
H -2.78037 0.45289 2.77889 0.112
H -1.10254 -0.13982 2.71504 0.126
H -3.25350 -0.54987 0.51538 0.109
H -2.14561 -1.70971 1.25571 0.123

***

Record 5
19
Properties=species:S:1:pos:R:3:lowdin_charge:R:1 method="wB97M-V/def2-TZVPD" total_charge=+1 multiplicity=2 e_tot_ha=-504.10593
C -1.03204 -5.37012 1.61186 -0.057
C -2.03334 -4.50643 0.85014 -0.356
O -3.01374 -4.07658 1.74926 -0.084
H -0.25128 -5.71088 0.91881 0.083
H -0.55987 -4.79442 2.41892 0.086
H -1.52958 -6.24812 2.04482 0.090
H -2.48104 -5.09728 0.03198 0.122
H -1.51560 -3.64249 0.39710 0.104
H -3.94513 -3.50803 1.25328 0.117
O -4.03399 -3.58630 -0.87981 0.092
C -3.15953 -2.68983 -1.33226 -0.551
C -4.78743 -3.00790 0.15788 -0.028
O -2.24079 -2.97393 -2.06218 0.035
O -3.41522 -1.48439 -0.86740 0.123
C -4.56580 -1.52353 0.00302 -0.044
Li -0.98585 -2.73914 -2.78105 0.800
H -5.78853 -3.42965 0.23213 0.158
H -4.31097 -1.00738 0.93540 0.156
H -5.39348 -1.00421 -0.49995 0.154

***

Record 6
18
Properties=species:S:1:pos:R:3:lowdin_charge:R:1 method="wB97M-V/def2-TZVPD" total_charge=+1 multiplicity=2 e_tot_ha=-1656.80618
O 2.47772 -1.15416 -0.44061 -0.377
C 3.07998 -0.73540 0.65390 -0.383
C 2.49646 -0.18116 1.75117 -0.011
H 4.18073 -0.69770 0.58077 0.119
H 2.94615 -0.35764 2.72944 0.055
H 1.84343 0.68403 1.62397 0.015
O -1.35648 -1.55323 -1.81699 -0.415
C -2.38605 -0.97280 -1.08800 -0.314
C -2.05438 0.46612 -0.70277 -0.154
O -0.70197 0.46292 -0.19542 -0.335
C -0.22237 1.63419 0.31964 0.036
Lu 0.53002 -1.14452 -1.27283 2.027
H -2.59722 -1.53906 -0.15648 0.133
H -3.33635 -0.93876 -1.65569 0.140
H -2.72968 0.85192 0.07354 0.147
H -2.07390 1.13041 -1.58094 0.144
H 0.85388 1.80689 0.31563 0.074
H -0.94998 2.23794 0.86167 0.100